i) Molecular formula: CH6S3
Method: DFT, the ωB97M-V functional and the def2-TZVPD basis

The calculation puts the highest occupied orbital energy at -9.090 eV. Its charge is 0. For the LUMO energy, the calculation gives 0.457 eV. As for the gap between HOMO and LUMO: 9.548 eV. As for the SMILES: CS.SS.

Last column: Mulliken charge in e.
Atoms and positions in Å:
1 C 3.315 -2.094 2.364  -0.7281
2 S 2.946 -2.215 0.622  -0.1931
3 H 3.473 -3.047 2.867  0.2805
4 H 4.273 -1.585 2.476  0.2529
5 H 2.627 -1.456 2.914  0.2813
6 H 1.816 -2.942 0.636  0.1065
7 S -4.296 2.398 -2.606  -0.1605
8 S -5.170 3.588 -3.929  -0.1568
9 H -4.673 2.686 -1.372  0.1512
10 H -4.312 4.667 -3.972  0.1661

---

ii) Molecular formula: CH6S3
Method: DFT, the ωB97M-V functional and the def2-TZVPD basis

The calculation puts the highest occupied orbital energy at -9.218 eV. Its charge is 0. For the LUMO energy, the calculation gives 0.316 eV. As for the gap between HOMO and LUMO: 9.534 eV. As for the SMILES: CS.SS.

Last column: Mulliken charge in e.
Atoms and positions in Å:
1 C -1.466 -0.554 0.069  -0.6859
2 S -1.090 -1.032 -1.646  -0.1721
3 H -1.313 0.512 0.228  0.2572
4 H -2.507 -0.810 0.241  0.2758
5 H -0.855 -1.133 0.762  0.2443
6 H 0.225 -1.187 -1.486  0.0915
7 S 2.296 1.146 -0.525  -0.1618
8 S 2.064 1.460 1.475  -0.1574
9 H 1.034 1.346 -0.944  0.1543
10 H 1.611 0.252 1.827  0.1543

---

Stability check: which of them is least stable? i).

---

i) Molecular formula: C19H22N2O4S2
Method: DFT, the ωB97M-V functional and the def2-TZVPD basis

The calculation puts the highest occupied orbital energy at -8.321 eV. Its charge is 0. For the LUMO energy, the calculation gives 0.508 eV. As for the gap between HOMO and LUMO: 8.829 eV. As for the SMILES: C=C(S(=O)(=O)c1ccccc1)S(=O)(=O)c1ccccc1.CC1=NCCCN1.

Last column: Mulliken charge in e.
Atoms and positions in Å:
1 C -0.295 2.123 0.379  -1.0809
2 C -0.072 0.827 0.853  0.0673
3 S -1.155 -0.478 0.193  1.5061
4 O -2.206 0.197 -0.553  -0.6754
5 O -0.298 -1.428 -0.500  -0.5951
6 C -1.965 -1.434 1.499  -0.1383
7 C -1.778 -2.814 1.528  0.0063
8 C -2.576 -3.623 2.322  -0.8357
9 C -3.621 -3.024 3.048  -0.2523
10 C -3.820 -1.627 3.048  -0.7367
11 C -2.958 -0.864 2.291  -0.3524
12 S 1.687 0.458 1.238  1.4911
13 O 2.002 0.973 2.552  -0.7463
14 O 2.451 0.905 0.086  -0.6517
15 C 1.921 -1.318 1.374  0.0027
16 C 2.403 -2.007 0.259  -0.2493
17 C 2.552 -3.388 0.311  -0.5307
18 C 2.200 -4.077 1.474  -0.4094
19 C 1.792 -3.388 2.625  -0.5624
20 C 1.679 -1.995 2.575  -0.3538
21 H -1.314 2.364 0.054  0.3231
22 H 0.201 2.936 0.934  0.5898
23 H -1.005 -3.265 0.919  0.4383
24 H -2.403 -4.717 2.360  0.3573
25 H -4.316 -3.651 3.581  0.3809
26 H -4.644 -1.173 3.623  0.3613
27 H -3.059 0.220 2.290  0.3770
28 H 2.656 -1.436 -0.638  0.3841
29 H 2.918 -3.916 -0.588  0.3499
30 H 2.231 -5.169 1.484  0.3639
31 H 1.542 -3.940 3.544  0.3995
32 H 1.384 -1.447 3.472  0.4012
33 C -0.452 0.608 -3.196  -0.7452
34 C 0.106 1.943 -2.796  0.3811
35 N 0.463 2.222 -1.564  0.1318
36 C 1.448 3.307 -1.522  -0.7927
37 C 0.783 4.533 -2.133  -0.4784
38 C 0.604 4.251 -3.620  -0.7471
39 N 0.115 2.882 -3.767  -0.1943
40 H -0.598 0.576 -4.300  0.4330
41 H 0.292 -0.167 -2.899  0.0823
42 H -1.398 0.432 -2.659  0.0973
43 H 1.697 3.465 -0.465  0.3438
44 H 2.378 3.117 -2.126  0.3189
45 H -0.223 4.675 -1.697  0.2506
46 H 1.390 5.437 -1.973  0.3659
47 H -0.088 4.950 -4.126  0.3806
48 H 1.590 4.327 -4.111  0.3104
49 H -0.239 2.618 -4.685  0.2328

---

ii) Molecular formula: C19H22N2O4S2
Method: DFT, the ωB97M-V functional and the def2-TZVPD basis

The calculation puts the highest occupied orbital energy at -8.909 eV. Its charge is 0. For the LUMO energy, the calculation gives 0.440 eV. As for the gap between HOMO and LUMO: 9.350 eV. As for the SMILES: O=C(CCSc1ccccc1)Nc1ccc(S(=O)(=O)N2CCOCC2)cc1.

Last column: Mulliken charge in e.
Atoms and positions in Å:
1 O -2.953 1.619 1.742  -0.6534
2 C -2.916 1.222 0.601  0.6871
3 C -3.836 1.789 -0.478  -0.6917
4 C -4.628 0.740 -1.251  -0.7465
5 S -3.657 -0.139 -2.533  -0.1774
6 C -3.040 1.188 -3.547  0.7890
7 C -3.787 2.323 -3.826  -0.3312
8 C -3.253 3.309 -4.636  -0.5125
9 C -1.988 3.162 -5.180  -0.5021
10 C -1.252 2.019 -4.913  -0.4887
11 C -1.772 1.034 -4.095  -0.5799
12 N -2.064 0.270 0.129  0.1562
13 C -1.115 -0.474 0.822  0.7596
14 C -0.427 -1.460 0.109  -0.7550
15 C 0.537 -2.226 0.735  -0.6220
16 C 0.810 -2.013 2.073  -0.1453
17 S 2.129 -2.935 2.853  1.2544
18 O 2.338 -4.157 2.133  -0.7286
19 O 1.908 -2.983 4.266  -0.7296
20 N 3.490 -1.996 2.609  -0.0067
21 C 3.528 -0.737 3.315  -0.4124
22 C 4.963 -0.208 3.265  -0.6982
23 O 5.407 -0.077 1.934  -0.3926
24 C 5.365 -1.314 1.260  -0.6963
25 C 3.942 -1.880 1.243  -0.4116
26 C 0.134 -1.046 2.792  -0.5409
27 C -0.831 -0.272 2.173  -0.5585
28 H -4.535 2.459 0.027  0.3015
29 H -3.235 2.389 -1.167  0.3733
30 H -5.492 1.190 -1.738  0.4157
31 H -4.981 -0.054 -0.592  0.4344
32 H -4.782 2.442 -3.425  0.3003
33 H -3.835 4.194 -4.847  0.3875
34 H -1.579 3.934 -5.812  0.3781
35 H -0.268 1.895 -5.338  0.3735
36 H -1.206 0.140 -3.880  0.3452
37 H -2.188 -0.003 -0.845  -0.3245
38 H -0.659 -1.624 -0.933  0.3831
39 H 1.069 -3.003 0.210  0.4942
40 H 3.214 -0.928 4.340  0.4017
41 H 2.852 -0.002 2.849  0.3074
42 H 5.025 0.788 3.706  0.3445
43 H 5.620 -0.898 3.813  0.3616
44 H 5.719 -1.121 0.246  0.3439
45 H 6.031 -2.034 1.755  0.3612
46 H 3.921 -2.877 0.805  0.4061
47 H 3.289 -1.205 0.666  0.3033
48 H 0.359 -0.923 3.840  0.5044
49 H -1.370 0.481 2.723  0.5381

---

Stability check: which of them is least stable? i).

---

i) Molecular formula: C6H8N2
Method: DFT, the ωB97M-V functional and the def2-TZVPD basis

The calculation puts the highest occupied orbital energy (spin up / spin down) at -7.899 / -7.899 eV. Its charge is 0. For the LUMO energy (spin up / spin down), the calculation gives -0.307 / -0.300 eV. As for the gap between HOMO and LUMO (spin up / spin down): 7.592 / 7.599 eV. As for the SMILES: [H]/N=C(\C)[C@@H]1C(=C)/C1=N/[H].

Last column: Mulliken charge in e.
Atoms and positions in Å:
1 H -1.567 0.193 -2.746  0.2543
2 N -0.795 -0.297 -2.289  -0.6943
3 C -0.523 0.153 -1.125  0.5020
4 C -1.142 1.420 -0.604  -1.1437
5 C 0.266 -1.099 -0.268  -0.1294
6 C 0.099 -0.913 1.171  0.1131
7 C 0.573 -1.329 2.345  -0.8662
8 C 0.986 -0.062 0.354  0.4898
9 N 1.971 0.741 0.347  -0.7904
10 H 2.154 1.069 -0.605  0.2852
11 H -0.421 2.237 -0.677  0.2993
12 H -2.020 1.703 -1.190  0.4332
13 H -1.476 1.307 0.429  0.2876
14 H 0.484 -1.952 -0.889  0.4240
15 H 0.119 -1.038 3.285  0.2432
16 H 1.294 -2.132 2.464  0.2924

---

ii) Molecular formula: C6H8N2
Method: DFT, the ωB97M-V functional and the def2-TZVPD basis

The calculation puts the highest occupied orbital energy at -6.839 eV. Its charge is 0. For the LUMO energy, the calculation gives 0.847 eV. As for the gap between HOMO and LUMO: 7.686 eV. As for the SMILES: c1cc2c([nH]1)CCN2.

Last column: Mulliken charge in e.
Atoms and positions in Å:
1 C -2.309 -0.158 0.034  -0.4308
2 C -1.423 -1.289 -0.024  -0.8219
3 C -0.171 -0.730 -0.170  0.5926
4 C -0.263 0.703 0.088  -0.2726
5 N -1.610 1.046 0.240  -0.2321
6 C 1.117 1.265 -0.242  -0.4425
7 C 1.954 -0.186 0.285  -0.5508
8 N 1.140 -1.142 -0.209  -0.3129
9 H -3.463 -0.205 -0.173  0.2968
10 H -1.757 -2.284 0.030  0.3997
11 H -1.957 2.089 -0.305  0.3575
12 H 1.525 2.076 0.414  0.3223
13 H 1.202 1.443 -1.421  0.2259
14 H 2.090 -0.325 1.493  0.2366
15 H 2.889 -0.182 -0.147  0.3502
16 H 1.038 -2.120 0.109  0.2821

---

Stability check: which of them is least stable? i).

---

i) Molecular formula: C6H8N2
Method: DFT, the ωB97M-V functional and the def2-TZVPD basis

The calculation puts the highest occupied orbital energy at -9.515 eV. Its charge is 0. For the LUMO energy, the calculation gives 0.959 eV. As for the gap between HOMO and LUMO: 10.474 eV. As for the SMILES: N#C[C@@H]1[C@H]2CCCN12.

Last column: Mulliken charge in e.
Atoms and positions in Å:
1 N -1.942 -2.865 -0.949  -0.4921
2 C -1.983 -1.640 -0.848  0.1954
3 C -1.714 -0.213 -0.471  0.4266
4 C -0.344 0.130 -0.866  -0.5123
5 C 0.678 1.251 -0.647  -0.6433
6 C 1.346 0.753 0.770  -0.4783
7 C 0.422 -0.586 1.068  -0.6523
8 N -0.720 -0.007 0.542  -0.2182
9 H -2.462 0.703 -0.198  0.2779
10 H 0.176 -0.776 -1.357  0.2038
11 H 0.219 2.324 -0.634  0.2412
12 H 1.637 1.244 -1.244  0.3317
13 H 2.289 0.608 0.290  0.3206
14 H 1.212 1.428 1.664  0.2984
15 H 0.668 -1.613 0.754  0.3470
16 H 0.518 -0.741 2.126  0.3539

---

ii) Molecular formula: C6H8N2
Method: DFT, the ωB97M-V functional and the def2-TZVPD basis

The calculation puts the highest occupied orbital energy at -7.596 eV. Its charge is 0. For the LUMO energy, the calculation gives 1.165 eV. As for the gap between HOMO and LUMO: 8.762 eV.

Last column: Mulliken charge in e.
Atoms and positions in Å:
1 C 2.113 -1.032 -0.252  -0.4862
2 C 1.048 -0.175 -0.102  0.0943
3 C -1.135 1.063 -0.433  -0.5974
4 C -0.357 -0.003 -0.196  0.5114
5 C -2.426 0.357 0.108  -0.4351
6 C -1.548 -0.888 0.223  -0.5852
7 N 2.944 0.015 0.144  -0.2364
8 N 1.934 0.983 0.070  -0.3423
9 H 2.355 -2.106 -0.352  0.3371
10 H -1.171 2.055 -1.025  0.3103
11 H -2.776 0.879 0.974  0.2609
12 H -3.255 0.220 -0.585  0.2394
13 H -2.002 -1.667 -0.400  0.2141
14 H -1.317 -1.315 1.236  0.2520
15 H 3.800 0.187 -0.315  0.2024
16 H 1.794 1.429 0.905  0.2609

---

Stability check: which of them is least stable? i).